Entry 1:
The following is a quantum chemistry calculation of C19H24ClNTi as an isolated structure, from the Open Molecules 2025 dataset.

Output
* E_tot: -2102.21694 Eh
* HOMO energy: -0.5426 Ha
* lowest unoccupied orbital energy: -8.94 eV
* energy relative to the best compared isomer or geometry (same formula, charge and spin): 0.6904 eV
* HOMO-LUMO gap: 5.829 eV

Geometry as ORCA input:
```
! wB97M-V def2-TZVPD RIJCOSX def2/J DEFGRID3
* xyz 2 1
C 0.262 0.827 -6.729
C 1.644 1.388 -7.116
C 0.038 -0.517 -7.449
C -0.831 1.823 -7.161
Cl 0.190 0.583 -4.992
H 0.079 -0.399 -8.548
H -0.944 -0.935 -7.196
H 0.809 -1.244 -7.164
H 1.722 1.551 -8.208
H 2.441 0.693 -6.826
H 1.825 2.350 -6.623
H -0.810 1.996 -8.254
H -0.690 2.793 -6.669
H -1.827 1.444 -6.904
C 1.620 -1.266 1.212
C 0.886 -2.126 0.325
C 1.183 -1.734 -1.023
H 0.393 -3.029 0.650
C 2.065 -0.621 -0.982
C 2.328 -0.304 0.377
H 3.082 0.414 0.677
H 1.700 -1.399 2.282
H 0.959 -2.312 -1.913
H 2.590 -0.155 -1.811
C -2.009 1.118 0.595
C -1.943 -0.108 1.381
C -1.941 -1.201 0.448
H -1.992 -0.208 2.457
C -2.059 -0.658 -0.874
C -2.099 0.759 -0.777
H -2.314 1.477 -1.562
H -2.161 2.131 0.946
H -2.053 -2.232 0.744
H -2.301 -1.222 -1.769
Ti 0.022 0.002 0.477
C 1.060 2.551 4.800
C -0.221 2.565 4.234
C -0.438 1.888 3.048
N 0.491 1.187 2.340
C 1.716 1.194 2.934
C 2.047 1.830 4.116
H 1.273 3.059 5.730
H -1.076 3.065 4.673
H -1.435 1.864 2.672
H 2.471 0.606 2.462
H 3.069 1.718 4.460
*
```

---

Entry 2:
The following is a quantum chemistry calculation of C29H41F5NdOP2 as an isolated structure, from the Open Molecules 2025 dataset.

Output
* E_tot: -2947.87596 Eh
* HOMO energy (spin up / spin down): -0.3570 / -0.3594 Ha
* lowest unoccupied orbital energy (spin up / spin down): -4.43 / -4.40 eV
* ⟨S²⟩: 3.76
* HOMO-LUMO gap (spin up / spin down): 5.284 / 5.378 eV

Geometry as ORCA input:
```
! wB97M-V def2-TZVPD RIJCOSX def2/J DEFGRID3
* xyz 1 4
Nd -0.241 0.699 -0.589
C -0.950 -1.733 0.672
C 0.356 -1.917 0.107
C 0.558 -0.533 1.947
C -0.808 -0.885 1.808
C 1.286 -1.155 0.889
C -2.202 -2.430 0.270
H -2.224 -2.646 -0.808
H -3.088 -1.826 0.511
H -2.303 -3.389 0.804
C -1.872 -0.553 2.788
H -2.867 -0.818 2.424
H -1.872 0.514 3.025
H -1.712 -1.090 3.734
C 1.138 0.200 3.097
H 1.091 -0.412 4.012
H 0.579 1.122 3.301
H 2.190 0.462 2.928
C 2.767 -1.167 0.744
H 3.203 -2.039 1.258
H 3.218 -0.270 1.186
H 3.080 -1.221 -0.306
C 0.733 -2.895 -0.944
H 1.229 -3.771 -0.497
H 1.436 -2.474 -1.674
H -0.136 -3.267 -1.492
C -1.456 1.780 -5.140
C -1.836 0.499 -5.393
C -1.270 -0.324 -6.524
C 0.250 -0.251 -6.713
C 1.056 0.083 -5.489
C 1.526 1.331 -5.223
C 0.916 2.601 -5.744
C -0.594 2.559 -6.084
H -1.768 -0.010 -7.458
H 0.482 0.435 -7.544
H -1.564 -1.373 -6.387
H -0.729 2.242 -7.132
H -1.939 2.382 -4.355
H -2.805 0.077 -5.082
H -0.950 3.598 -6.040
H 1.075 3.440 -5.044
H 2.567 1.459 -4.910
H 1.463 2.895 -6.659
H 0.580 -1.243 -7.060
H 1.460 -0.791 -4.964
P -1.881 -0.138 -2.665
C -3.443 0.803 -2.855
C -1.615 -1.680 -3.603
P 1.809 1.070 -2.406
C -0.425 0.928 -2.976
C 2.927 -0.242 -2.966
C 2.462 2.731 -2.688
H -3.407 1.714 -2.235
H -4.252 0.155 -2.477
H -3.691 1.106 -3.881
H -0.849 -1.554 -4.373
H -2.562 -1.986 -4.062
H -1.293 -2.463 -2.903
H 2.242 3.073 -3.701
H 3.546 2.733 -2.533
H 1.995 3.437 -1.986
H -0.598 2.015 -2.997
H -0.024 0.525 -3.894
H 3.620 -0.472 -2.145
H 3.497 0.079 -3.842
H 2.366 -1.152 -3.212
F -1.426 7.161 2.948
C -1.239 5.935 2.429
C -0.979 5.796 1.060
F -0.899 6.883 0.264
C -0.805 4.534 0.534
F -0.526 4.366 -0.793
C -0.911 3.389 1.359
O -0.785 2.206 0.834
C -1.150 3.562 2.735
F -1.214 2.482 3.574
C -1.314 4.817 3.267
F -1.544 4.955 4.593
*
```

---

Entry 3:
The following is a quantum chemistry calculation of C45H40N3O4P3V as an isolated structure, from the Open Molecules 2025 dataset.

Output
* E_tot: -4171.97732 Eh
* HOMO energy (spin up / spin down): -0.3885 / -0.3891 Ha
* lowest unoccupied orbital energy (spin up / spin down): -3.05 / -2.55 eV
* energy relative to the best compared isomer or geometry (same formula, charge and spin): 2.7538 eV
* ⟨S²⟩: 2.02
* HOMO-LUMO gap (spin up / spin down): 7.525 / 8.034 eV

Geometry as ORCA input:
```
! wB97M-V def2-TZVPD RIJCOSX def2/J DEFGRID3
* xyz 1 3
V 0.612 -0.306 0.508
C -3.612 -0.850 1.759
N -2.912 -0.596 0.481
P -2.802 0.978 -0.247
C -4.522 1.151 -0.871
C -5.583 1.598 -0.079
C -6.876 1.637 -0.583
C -7.128 1.240 -1.891
C -6.079 0.816 -2.695
C -4.787 0.777 -2.186
C -2.786 2.312 1.008
C -2.632 3.567 0.410
C -2.659 4.730 1.165
C -2.841 4.662 2.538
C -2.969 3.427 3.150
C -2.936 2.258 2.394
P -1.538 -1.602 0.213
C -2.021 -3.198 0.885
C -1.260 -3.795 1.881
C -1.652 -5.017 2.416
C -2.807 -5.627 1.958
C -3.571 -5.030 0.955
C -3.178 -3.822 0.411
C -1.434 -1.996 -1.578
C -2.039 -1.296 -2.615
C -1.770 -1.629 -3.938
C -0.887 -2.654 -4.235
C -0.286 -3.368 -3.203
C -0.556 -3.042 -1.887
H -4.336 -0.059 1.925
H -2.925 -0.893 2.607
H -4.156 -1.792 1.718
H -5.402 1.947 0.933
H -7.685 1.986 0.045
H -8.135 1.277 -2.285
H -6.263 0.517 -3.719
H -3.982 0.457 -2.838
H -2.496 3.637 -0.664
H -2.537 5.689 0.679
H -2.876 5.569 3.128
H -3.102 3.364 4.223
H -3.004 1.319 2.909
H -0.352 -3.316 2.229
H -1.057 -5.487 3.187
H -3.118 -6.575 2.378
H -4.472 -5.514 0.600
H -3.762 -3.357 -0.375
H -2.731 -0.493 -2.398
H -2.256 -1.082 -4.736
H -0.669 -2.903 -5.265
H 0.394 -4.180 -3.426
H -0.082 -3.610 -1.094
N 0.915 -0.130 3.699
N 0.827 1.259 3.582
C 0.426 1.882 2.438
O 0.506 3.055 2.248
O -0.052 0.975 1.516
H 0.279 -0.476 4.410
H 1.863 -0.399 3.938
H 1.175 1.865 4.313
O 2.581 -3.456 0.498
C 2.698 -2.342 0.094
O 1.601 -1.579 -0.214
C 3.988 -1.618 -0.102
C 5.119 -2.425 -0.146
C 6.377 -1.870 -0.294
C 6.506 -0.493 -0.382
C 5.382 0.319 -0.326
C 4.101 -0.216 -0.197
P 2.666 0.979 -0.195
C 3.323 2.388 0.732
C 3.038 3.688 0.331
C 3.426 4.761 1.122
C 4.097 4.539 2.314
C 4.380 3.240 2.723
C 3.984 2.167 1.940
C 2.511 1.475 -1.924
C 3.521 2.153 -2.607
C 3.364 2.458 -3.949
C 2.196 2.097 -4.615
C 1.182 1.437 -3.940
C 1.342 1.125 -2.597
H 4.988 -3.496 -0.066
H 7.252 -2.506 -0.335
H 7.485 -0.043 -0.486
H 5.513 1.394 -0.364
H 2.507 3.868 -0.595
H 3.187 5.770 0.812
H 4.398 5.376 2.930
H 4.911 3.065 3.650
H 4.206 1.157 2.266
H 4.427 2.453 -2.094
H 4.151 2.979 -4.477
H 2.079 2.336 -5.664
H 0.267 1.167 -4.450
H 0.541 0.603 -2.083
*
```

---

Entry 4:
The following is a quantum chemistry calculation of a 3-piece molecular cluster, C17H29ClF5N2O3 overall, from the Open Molecules 2025 dataset.

Output
* E_tot: -1959.59468 Eh
* HOMO energy: -0.4108 Ha
* lowest unoccupied orbital energy: -5.73 eV
* energy relative to the best compared isomer or geometry (same formula, charge and spin): 0.0000 eV
* HOMO-LUMO gap: 5.452 eV

Geometry as ORCA input:
```
! wB97M-V def2-TZVPD RIJCOSX def2/J DEFGRID3
* xyz 1 1
C 2.440 -1.102 -2.835
C 2.347 -2.254 -1.817
Cl 2.054 -1.580 -0.178
C 1.316 -3.395 -2.178
C 0.375 -2.942 -3.274
C -0.738 -2.087 -3.101
C -1.142 -1.504 -1.751
F -0.440 -0.377 -1.514
F -0.869 -2.328 -0.736
C -2.655 -1.130 -1.610
F -2.885 -0.972 -0.310
F -3.400 -2.159 -2.007
F -2.977 0.008 -2.186
C -1.479 -1.735 -4.247
N -1.291 -2.088 -5.484
N -0.271 -2.918 -5.566
C 0.514 -3.342 -4.618
O 1.508 -4.192 -4.954
H 2.757 -1.458 -3.831
H 1.544 -0.471 -2.875
H 3.258 -0.448 -2.494
H 3.334 -2.732 -1.785
H 1.908 -4.233 -2.575
H 0.802 -3.766 -1.285
H -2.334 -1.071 -4.093
H -0.083 -3.265 -6.511
H 1.113 -5.084 -4.954
C 2.473 1.182 1.543
C 3.576 0.548 2.374
O 4.859 1.090 2.122
C 5.018 2.476 2.377
C 4.748 2.869 3.819
H 2.696 1.090 0.479
H 1.517 0.692 1.744
H 2.354 2.244 1.762
H 3.643 -0.513 2.129
H 3.342 0.605 3.442
H 4.397 3.062 1.690
H 6.055 2.712 2.133
H 3.715 2.671 4.111
H 4.935 3.935 3.962
H 5.395 2.308 4.495
C -2.766 2.166 1.553
C -3.349 1.161 2.534
O -3.710 1.723 3.779
C -4.692 2.747 3.748
C -6.022 2.303 3.165
H -1.895 2.661 1.986
H -2.463 1.665 0.632
H -3.485 2.943 1.289
H -2.597 0.400 2.751
H -4.204 0.635 2.093
H -4.307 3.625 3.218
H -4.842 3.053 4.783
H -5.932 2.002 2.120
H -6.747 3.117 3.215
H -6.417 1.450 3.721
*
```